No. 1
{"formula": "C24H26IN2O8PTa", "method": "the ωB97M-V functional and the def2-TZVPD basis", "spin_multiplicity": 1, "homo_ev": -4.4, "charge": -1, "lumo_energy_ha": 0.0036, "homo_lumo_gap_ev": 4.55, "elements": ["C", "C", "Ta", "N", "C", "C", "C", "O", "C", "N", "P", "O", "I", "H", "H", "H", "H", "H", "H", "H", "H", "H", "H", "H", "H", "H", "H", "C", "C", "C", "O", "C", "C", "C", "O", "H", "H", "H", "H", "C", "C", "C", "O", "C", "C", "C", "O", "H", "H", "H", "H", "C", "C", "C", "O", "C", "C", "C", "O", "H", "H", "H", "H"], "positions_angstrom": [[-3.823, -1.366, 0.878], [-2.669, -0.505, 1.436], [-2.413, 1.452, 0.226], [-1.321, 2.461, 1.683], [-0.789, 1.926, 2.688], [0.085, 0.727, 2.752], [-0.930, 2.649, 4.012], [-0.519, 0.881, -0.682], [0.050, 1.955, -0.981], [0.553, 2.942, -1.371], [-4.750, 2.087, 1.290], [-5.691, 2.632, 0.015], [-4.416, 4.086, 2.709], [-3.672, -1.468, -0.181], [-4.751, -0.824, 1.007], [-3.851, -2.367, 1.289], [-2.774, -0.334, 2.500], [-1.751, -1.051, 1.238], [-2.514, 2.999, -0.801], [-3.256, 0.615, -1.169], [0.961, 0.936, 3.340], [0.310, 0.294, 1.795], [-0.459, -0.024, 3.312], [-0.272, 2.265, 4.779], [-0.600, 3.654, 3.802], [-1.960, 2.731, 4.314], [-6.242, 3.352, 0.313], [3.716, 0.506, -0.580], [3.038, -0.152, 0.357], [3.721, -0.731, 1.540], [3.110, -1.332, 2.395], [5.193, -0.548, 1.639], [5.870, 0.107, 0.703], [5.183, 0.686, -0.479], [5.811, 1.283, -1.330], [3.233, 0.938, -1.448], [1.965, -0.291, 0.298], [5.672, -0.978, 2.509], [6.942, 0.252, 0.754], [8.815, 0.666, -6.165], [8.744, 1.970, -5.920], [8.021, 2.491, -4.730], [7.960, 3.681, -4.511], [7.381, 1.502, -3.825], [7.455, 0.197, -4.075], [8.176, -0.325, -5.260], [8.248, -1.514, -5.488], [9.336, 0.263, -7.025], [9.203, 2.708, -6.565], [6.858, 1.892, -2.964], [6.995, -0.540, -3.429], [-8.094, -4.520, -0.068], [-6.847, -4.609, 0.387], [-6.420, -3.884, 1.610], [-5.287, -3.963, 2.024], [-7.437, -3.053, 2.303], [-8.683, -2.964, 1.847], [-9.110, -3.692, 0.627], [-10.247, -3.615, 0.213], [-8.426, -5.040, -0.957], [-6.090, -5.206, -0.105], [-7.103, -2.529, 3.189], [-9.438, -2.363, 2.336]], "nbo_charge": [-0.61, -0.95, 1.91, -0.78, 0.38, -0.69, -0.70, -0.77, 0.54, -0.54, 0.34, -1.00, -0.23, 0.20, 0.20, 0.20, 0.21, 0.21, -0.35, -0.40, 0.22, 0.23, 0.24, 0.20, 0.24, 0.24, 0.48, -0.22, -0.23, 0.48, -0.49, -0.23, -0.23, 0.49, -0.53, 0.25, 0.25, 0.23, 0.23, -0.24, -0.23, 0.48, -0.49, -0.22, -0.25, 0.49, -0.50, 0.23, 0.23, 0.27, 0.23, -0.24, -0.21, 0.47, -0.48, -0.21, -0.24, 0.48, -0.50, 0.23, 0.23, 0.24, 0.23]}


No. 2
{"formula": "C24H26MnNO7P2S2", "method": "the ωB97M-V functional and the def2-TZVPD basis", "spin_multiplicity": 5, "homo_ev": [1.2, -0.7], "charge": -2, "lumo_energy_ha": [0.1689, 0.1688], "homo_lumo_gap_ev": [3.36, 5.27], "s2": 6.04, "elements": ["Mn", "O", "C", "C", "C", "N", "C", "C", "C", "O", "O", "C", "O", "O", "H", "H", "H", "C", "C", "O", "P", "S", "S", "O", "C", "C", "H", "H", "H", "H", "H", "H", "H", "H", "H", "H", "C", "P", "C", "C", "C", "C", "C", "C", "C", "C", "C", "C", "C", "C", "H", "H", "H", "H", "H", "H", "H", "H", "H", "H", "H", "H", "H"], "positions_angstrom": [[0.311, -0.058, -0.427], [-1.644, 0.465, 5.251], [-1.203, 0.287, 3.946], [-1.866, -0.530, 3.078], [-1.383, -0.653, 1.737], [-0.243, 0.034, 1.409], [0.363, 0.851, 2.248], [-0.050, 1.020, 3.567], [1.469, 1.654, 1.576], [2.102, 2.493, 2.219], [1.606, 1.404, 0.321], [-2.029, -1.306, 0.624], [-3.122, -1.904, 0.721], [-1.391, -1.176, -0.533], [-2.461, -0.037, 5.333], [-2.771, -1.059, 3.354], [0.449, 1.715, 4.221], [3.930, -4.347, -2.774], [4.249, -2.872, -2.631], [3.180, -2.040, -3.064], [1.832, -1.852, -2.162], [1.004, -0.155, -2.754], [2.212, -2.032, -0.248], [0.954, -3.120, -2.627], [-0.086, -3.096, -3.608], [-1.415, -3.390, -2.953], [4.809, -4.944, -2.514], [3.638, -4.581, -3.800], [3.111, -4.626, -2.111], [5.100, -2.595, -3.257], [4.487, -2.632, -1.591], [0.179, -3.858, -4.350], [-0.099, -2.122, -4.100], [-1.412, -4.388, -2.508], [-2.212, -3.349, -3.702], [-1.624, -2.668, -2.159], [-2.725, 1.356, -2.126], [-1.493, 1.880, -0.876], [-1.022, 3.563, -1.453], [0.322, 3.912, -1.345], [0.747, 5.171, -1.759], [-0.157, 6.079, -2.285], [-1.502, 5.738, -2.392], [-1.928, 4.488, -1.972], [-2.545, 2.286, 0.562], [-2.149, 3.276, 1.460], [-2.850, 3.481, 2.639], [-3.953, 2.694, 2.936], [-4.343, 1.692, 2.058], [-3.640, 1.481, 0.880], [-3.003, 0.330, -1.879], [-2.222, 1.333, -3.095], [-3.610, 1.993, -2.177], [1.025, 3.198, -0.923], [1.793, 5.435, -1.663], [0.180, 7.058, -2.608], [-2.216, 6.448, -2.796], [-2.979, 4.231, -2.039], [-1.268, 3.873, 1.254], [-2.513, 4.237, 3.338], [-4.487, 2.839, 3.869], [-5.176, 1.043, 2.301], [-3.919, 0.652, 0.241]], "nbo_charge": [0.98, -0.70, 0.32, -0.35, -0.07, -0.51, 0.09, -0.42, 0.76, -0.70, -0.79, 0.70, -0.76, -0.86, 0.46, 0.21, 0.23, -0.64, -0.06, -0.83, 1.64, -0.58, -0.61, -0.85, -0.05, -0.65, 0.19, 0.20, 0.23, 0.16, 0.20, 0.15, 0.20, 0.19, 0.18, 0.28, -0.95, 0.90, -0.34, -0.19, -0.22, -0.23, -0.26, -0.14, -0.24, -0.22, -0.22, -0.23, -0.21, -0.23, 0.27, 0.24, 0.20, 0.27, 0.21, 0.19, 0.19, 0.20, 0.22, 0.20, 0.19, 0.20, 0.24]}


No. 3
{"formula": "C24H26N10O3Rb", "method": "the ωB97M-V functional and the def2-TZVPD basis", "spin_multiplicity": 1, "homo_ev": -11.2, "charge": 1, "lumo_energy_ha": -0.0957, "homo_lumo_gap_ev": 8.61, "elements": ["Rb", "C", "C", "C", "C", "C", "C", "N", "C", "C", "C", "C", "C", "N", "C", "C", "C", "C", "C", "C", "N", "H", "H", "H", "H", "H", "H", "H", "H", "H", "H", "H", "H", "H", "H", "H", "N", "N", "C", "N", "N", "N", "O", "O", "H", "H", "H", "H", "H", "N", "C", "O", "C", "C", "C", "C", "N", "C", "H", "H", "H", "H", "H", "H"], "positions_angstrom": [[0.198, -0.181, -0.532], [3.486, -1.637, 0.049], [3.949, -0.226, -0.165], [5.268, 0.060, -0.502], [5.626, 1.377, -0.725], [4.671, 2.369, -0.576], [3.382, 2.004, -0.202], [3.028, 0.730, -0.024], [2.332, 3.043, 0.018], [2.692, 4.346, 0.357], [1.695, 5.292, 0.518], [0.375, 4.911, 0.354], [0.099, 3.579, 0.051], [1.059, 2.672, -0.115], [-1.314, 3.127, -0.094], [-2.317, 3.706, 0.672], [-3.626, 3.296, 0.471], [-3.887, 2.328, -0.478], [-2.822, 1.771, -1.187], [-3.037, 0.688, -2.201], [-1.562, 2.164, -0.990], [4.324, -2.332, 0.028], [2.782, -1.931, -0.732], [2.973, -1.724, 1.007], [5.993, -0.735, -0.602], [6.636, 1.632, -1.016], [4.924, 3.401, -0.771], [3.726, 4.617, 0.504], [1.945, 6.314, 0.767], [-0.423, 5.633, 0.445], [-2.081, 4.456, 1.413], [-4.430, 3.735, 1.047], [-4.899, 2.001, -0.674], [-4.039, 0.729, -2.624], [-2.923, -0.287, -1.719], [-2.308, 0.775, -3.004], [0.190, -1.031, 2.886], [0.072, -2.405, 3.094], [0.073, -3.280, 2.062], [-0.150, -4.560, 2.341], [0.313, -2.740, 0.870], [0.234, -3.494, -0.232], [0.004, -4.713, -0.210], [0.411, -2.890, -1.280], [1.051, -0.684, 3.290], [-0.606, -0.553, 3.288], [-0.032, -2.765, 4.030], [-0.377, -4.872, 3.269], [-0.167, -5.194, 1.552], [-2.498, -5.464, -2.121], [-3.556, -5.309, -1.282], [-4.537, -6.025, -1.290], [-3.480, -4.149, -0.330], [-4.229, -4.199, 0.839], [-4.187, -3.117, 1.703], [-3.408, -2.024, 1.358], [-2.693, -1.953, 0.236], [-2.742, -3.000, -0.588], [-2.516, -6.293, -2.694], [-1.587, -5.118, -1.855], [-4.838, -5.069, 1.041], [-4.761, -3.111, 2.619], [-3.362, -1.154, 2.006], [-2.179, -2.911, -1.511]], "nbo_charge": [0.93, -0.65, 0.23, -0.25, -0.14, -0.24, 0.18, -0.47, 0.18, -0.24, -0.15, -0.23, 0.18, -0.44, 0.17, -0.25, -0.15, -0.25, 0.23, -0.66, -0.47, 0.23, 0.23, 0.22, 0.23, 0.23, 0.23, 0.23, 0.23, 0.23, 0.23, 0.23, 0.23, 0.23, 0.23, 0.23, -0.63, -0.42, 0.63, -0.77, -0.47, 0.63, -0.47, -0.44, 0.37, 0.37, 0.38, 0.41, 0.45, -0.82, 0.65, -0.59, -0.18, -0.11, -0.26, 0.03, -0.46, 0.04, 0.41, 0.41, 0.25, 0.23, 0.19, 0.21]}


No. 4
{"formula": "C24H26N4O4", "method": "the ωB97M-V functional and the def2-TZVPD basis", "spin_multiplicity": 1, "homo_ev": -7.3, "lumo_energy_ha": -0.0198, "homo_lumo_gap_ev": 6.79, "elements": ["C", "O", "C", "C", "C", "C", "C", "C", "C", "O", "N", "C", "C", "O", "N", "C", "C", "O", "C", "C", "H", "H", "H", "H", "H", "H", "H", "H", "H", "H", "H", "H", "H", "H", "C", "C", "C", "C", "C", "N", "C", "C", "C", "N", "C", "C", "H", "H", "H", "H", "H", "H", "H", "H", "H", "H", "H", "H"], "positions_angstrom": [[5.375, 3.250, -2.962], [5.059, 3.057, -1.562], [3.830, 2.585, -1.227], [3.625, 2.204, 0.126], [2.497, 1.500, 0.487], [1.514, 1.152, -0.478], [0.419, 0.263, -0.186], [-0.131, -0.548, -1.145], [-1.568, -0.818, -1.214], [-2.426, -0.197, -0.573], [-1.927, -1.900, -2.037], [-3.315, -2.310, -2.033], [-1.229, -2.184, -3.224], [-1.704, -2.876, -4.118], [0.050, -1.610, -3.293], [0.861, -2.035, -4.411], [0.721, -1.303, -2.089], [1.885, -1.634, -1.888], [1.643, 1.714, -1.778], [2.786, 2.390, -2.164], [6.422, 3.553, -2.951], [5.260, 2.318, -3.536], [4.754, 4.044, -3.404], [4.399, 2.448, 0.851], [2.350, 1.152, 1.512], [0.066, 0.139, 0.889], [-3.373, -3.355, -2.339], [-3.709, -2.173, -1.027], [-3.890, -1.697, -2.738], [1.631, -1.283, -4.584], [1.338, -2.997, -4.200], [0.202, -2.129, -5.270], [0.811, 1.606, -2.481], [2.902, 2.733, -3.195], [-0.628, -3.921, 3.442], [-0.871, -3.066, 4.529], [-1.112, -1.702, 4.323], [-1.147, -1.209, 3.011], [-1.477, 0.216, 2.729], [-0.886, 0.846, 1.753], [-1.408, 2.101, 1.272], [-2.094, 2.910, 2.357], [-2.980, 2.106, 3.277], [-2.417, 0.791, 3.503], [-0.919, -2.059, 1.925], [-0.646, -3.413, 2.135], [-0.423, -4.981, 3.607], [-0.874, -3.463, 5.545], [-1.251, -1.020, 5.167], [-0.560, 2.673, 0.877], [-2.097, 1.913, 0.429], [-1.312, 3.387, 2.953], [-2.680, 3.703, 1.892], [-3.068, 2.609, 4.243], [-3.990, 2.016, 2.856], [-2.834, 0.219, 4.226], [-0.990, -1.650, 0.916], [-0.465, -4.061, 1.275]], "nbo_charge": [-0.26, -0.49, 0.36, -0.30, -0.08, -0.18, 0.05, -0.39, 0.67, -0.62, -0.48, -0.41, 0.81, -0.62, -0.49, -0.41, 0.69, -0.57, -0.13, -0.32, 0.21, 0.19, 0.18, 0.23, 0.22, 0.30, 0.22, 0.23, 0.20, 0.21, 0.21, 0.23, 0.22, 0.22, -0.20, -0.21, -0.22, -0.02, 0.45, -0.57, -0.24, -0.42, -0.21, -0.60, -0.19, -0.20, 0.22, 0.22, 0.21, 0.20, 0.23, 0.20, 0.22, 0.20, 0.19, 0.40, 0.24, 0.22]}


No. 5
{"formula": "C24H26N4O5S", "method": "the ωB97M-V functional and the def2-TZVPD basis", "spin_multiplicity": 1, "homo_ev": -8.6, "lumo_energy_ha": 0.0138, "homo_lumo_gap_ev": 8.99, "elements": ["C", "C", "C", "C", "C", "C", "O", "C", "C", "N", "N", "C", "S", "C", "C", "O", "N", "C", "C", "C", "C", "C", "C", "O", "N", "C", "C", "O", "C", "C", "C", "O", "C", "C", "H", "H", "H", "H", "H", "H", "H", "H", "H", "H", "H", "H", "H", "H", "H", "H", "H", "H", "H", "H", "H", "H", "H", "H", "H", "H"], "positions_angstrom": [[9.522, 0.559, -2.162], [8.090, 0.335, -2.651], [7.222, -0.161, -1.530], [7.110, -1.521, -1.263], [6.345, -1.977, -0.210], [5.670, -1.076, 0.610], [4.948, -1.637, 1.637], [4.160, -0.804, 2.432], [3.076, -0.125, 1.665], [2.522, -0.499, 0.566], [1.588, 0.422, 0.251], [1.618, 1.323, 1.191], [0.656, 2.741, 1.335], [-0.248, 2.673, -0.253], [-1.481, 1.766, -0.197], [-2.595, 2.233, -0.103], [-1.165, 0.456, -0.288], [-2.024, -0.647, -0.252], [-1.468, -1.906, -0.475], [-2.271, -3.030, -0.450], [-3.631, -2.916, -0.210], [-4.190, -1.663, 0.003], [-5.642, -1.545, 0.348], [-6.107, -2.115, 1.319], [-6.399, -0.771, -0.463], [-5.992, -0.116, -1.684], [-6.226, 1.395, -1.548], [-7.570, 1.669, -1.225], [-7.945, 1.038, -0.020], [-7.775, -0.481, -0.115], [-3.386, -0.530, -0.002], [2.547, 1.042, 2.127], [5.779, 0.283, 0.358], [6.550, 0.726, -0.704], [9.940, -0.369, -1.779], [9.538, 1.296, -1.362], [10.152, 0.915, -2.974], [8.098, -0.396, -3.462], [7.692, 1.274, -3.041], [7.625, -2.232, -1.892], [6.250, -3.030, -0.001], [3.710, -1.462, 3.184], [4.754, -0.038, 2.954], [-0.578, 3.697, -0.427], [0.458, 2.357, -1.019], [-0.173, 0.224, -0.368], [-0.407, -1.994, -0.656], [-1.833, -4.003, -0.616], [-4.262, -3.791, -0.181], [-4.946, -0.324, -1.905], [-6.615, -0.497, -2.504], [-6.031, 1.900, -2.496], [-5.558, 1.806, -0.777], [-8.991, 1.301, 0.148], [-7.333, 1.422, 0.810], [-7.994, -0.962, 0.839], [-8.439, -0.879, -0.892], [-3.808, 0.439, 0.201], [5.277, 1.015, 0.974], [6.624, 1.789, -0.890]], "nbo_charge": [-0.59, -0.41, -0.04, -0.18, -0.27, 0.37, -0.49, -0.12, 0.43, -0.26, -0.38, 0.30, 0.33, -0.61, 0.67, -0.61, -0.62, 0.15, -0.23, -0.20, -0.21, -0.03, 0.65, -0.62, -0.43, -0.25, -0.08, -0.52, -0.08, -0.26, -0.27, -0.41, -0.32, -0.18, 0.21, 0.20, 0.21, 0.21, 0.21, 0.21, 0.22, 0.23, 0.20, 0.26, 0.25, 0.44, 0.22, 0.22, 0.22, 0.23, 0.19, 0.20, 0.18, 0.20, 0.17, 0.25, 0.19, 0.25, 0.21, 0.21]}


No. 6
{"formula": "C24H26N4SiTl", "method": "the ωB97M-V functional and the def2-TZVPD basis", "spin_multiplicity": 1, "homo_ev": -7.9, "charge": 1, "lumo_energy_ha": -0.1144, "homo_lumo_gap_ev": 4.80, "elements": ["C", "C", "C", "H", "C", "C", "H", "H", "H", "H", "Tl", "C", "H", "H", "H", "Si", "C", "C", "H", "C", "H", "C", "H", "C", "H", "C", "H", "C", "C", "H", "C", "H", "C", "H", "C", "H", "C", "H", "H", "H", "N", "C", "C", "N", "C", "C", "N", "C", "C", "N", "H", "H", "H", "H", "H", "H"], "positions_angstrom": [[1.614, -2.500, 1.485], [1.858, -2.606, 0.087], [3.097, -1.973, -0.195], [1.236, -3.118, -0.640], [3.627, -1.471, 1.026], [2.700, -1.785, 2.066], [2.811, -1.542, 3.121], [0.765, -2.922, 2.019], [3.569, -1.916, -1.172], [4.588, -0.970, 1.137], [1.688, 1.286, 0.289], [-2.076, 1.430, -3.248], [-1.110, 1.621, -3.708], [-2.921, 1.843, -3.861], [-2.390, 0.321, -3.332], [-1.643, -0.060, -1.825], [-2.849, -1.076, -0.929], [-2.311, -2.229, -0.315], [-1.254, -2.511, -0.443], [-3.138, -3.037, 0.468], [-2.737, -3.943, 0.927], [-4.464, -2.647, 0.697], [-5.085, -3.236, 1.369], [-4.994, -1.493, 0.101], [-6.013, -1.167, 0.323], [-4.202, -0.722, -0.759], [-4.631, 0.138, -1.293], [-0.421, -1.101, -2.753], [-0.743, -2.361, -3.292], [-1.773, -2.728, -3.258], [0.266, -3.131, -3.890], [0.038, -4.141, -4.243], [1.550, -2.590, -4.036], [2.315, -3.156, -4.556], [1.840, -1.286, -3.615], [2.829, -0.842, -3.770], [0.839, -0.528, -3.005], [1.047, 0.518, -2.735], [-1.043, 0.845, -0.795], [-2.186, 1.945, -2.235], [2.552, 3.529, 4.146], [3.681, 2.752, 4.375], [3.596, 1.694, 3.500], [2.458, 1.826, 2.728], [1.827, 2.938, 3.151], [0.579, 3.453, 2.617], [-0.181, 2.854, 1.678], [-1.258, 3.688, 1.469], [-1.144, 4.818, 2.253], [0.027, 4.654, 2.976], [2.279, 4.371, 4.648], [4.443, 3.031, 5.083], [4.263, 0.855, 3.373], [-2.043, 3.410, 0.784], [-1.795, 5.675, 2.343], [0.422, 5.294, 3.661]], "nbo_charge": [-0.34, -0.37, -0.37, 0.18, -0.39, -0.36, 0.20, 0.20, 0.19, 0.20, 0.84, -0.94, 0.30, 0.33, 0.27, 1.48, -0.57, -0.20, 0.26, -0.13, 0.23, -0.19, 0.23, -0.19, 0.23, -0.19, 0.21, -0.57, -0.12, 0.22, -0.22, 0.23, -0.16, 0.23, -0.19, 0.24, -0.18, 0.20, -0.15, 0.31, -0.50, -0.07, -0.06, -0.52, 0.28, 0.29, -0.50, -0.08, -0.08, -0.50, 0.42, 0.24, 0.25, 0.21, 0.24, 0.43]}


Electronic energy for every record listed, in sequence, given in hartree: -2337.4971 -4141.9082 -1727.3551 -1450.0907 -1923.5680 -1610.7860.
Energy above the lowest of the compared OMol25 structures with the same formula, charge and spin for every record listed, in sequence, given in kJ/mol: 44.10 0.00 0.00 326.10 192.88 0.00.